No. 1
A 7-piece molecular cluster, C52H69N2O8P3 overall, computed with ωB97M-V/def2-TZVPD.

Atoms and positions in Å:
C (5.7155, 0.9210, 2.2403)
C (6.2235, 0.9580, 0.8242)
O (7.4170, 0.8780, 0.5360)
N (5.1816, 1.1453, -0.1803)
C (5.2044, 0.0129, -1.0992)
C (5.4670, 2.4083, -0.8981)
C (4.1866, 3.1110, -1.2774)
C (3.2930, 3.3970, -0.0693)
C (1.9740, 4.0566, -0.4954)
C (0.7420, 3.1416, -0.4740)
C (1.1175, 1.6635, -0.7400)
P (1.1849, 0.5420, 0.6779)
O (1.9606, -0.6536, 0.3073)
O (1.8055, 1.2695, 1.9425)
O (-0.2975, 0.1414, 1.1079)
N (0.1159, 3.3261, 0.8571)
C (-1.2767, 3.0158, 0.7909)
O (-2.0199, 2.9878, 1.7497)
C (-1.5681, 2.7233, -0.6741)
P (-3.3138, 2.9925, -1.2703)
P (-4.6424, 2.3524, 0.3194)
O (-4.8889, 3.4510, 1.2527)
O (-4.1445, 1.0157, 1.0392)
O (-5.9916, 1.9596, -0.4510)
C (-0.4479, 3.4686, -1.4342)
C (-0.9285, 4.9202, -1.6169)
C (0.0904, 5.9802, -2.0888)
C (-0.6296, 6.8945, -3.1158)
C (0.5471, 6.8694, -0.9099)
H (4.6644, 0.6619, 2.2490)
H (6.2995, 0.2333, 2.8356)
H (5.8161, 1.9268, 2.6381)
H (6.2177, -0.2907, -1.3674)
H (4.7113, -0.8446, -0.6529)
H (4.6805, 0.2501, -2.0186)
H (6.1189, 3.0679, -0.3371)
H (6.0192, 2.1817, -1.8136)
H (4.4586, 4.0802, -1.6990)
H (3.6449, 2.5961, -2.0684)
H (3.1504, 2.4627, 0.4567)
H (3.8520, 4.0501, 0.5928)
H (1.8200, 4.9510, 0.0905)
H (2.1128, 4.4037, -1.5161)
H (0.3837, 1.2132, -1.3986)
H (2.0622, 1.5763, -1.2549)
H (1.1324, 1.5388, 2.5756)
H (-0.4086, -0.8113, 1.0224)
H (0.1212, 4.2864, 1.1798)
H (-1.4783, 1.6370, -0.6972)
H (-3.4074, 1.9617, -2.2355)
H (-4.0634, 1.2460, 1.9720)
H (-5.8059, 1.4353, -1.2361)
H (-0.3385, 3.0036, -2.4096)
H (-1.6861, 4.8666, -2.3894)
H (-1.4511, 5.2668, -0.7283)
H (0.9201, 5.5407, -2.6274)
H (-1.6987, 6.9165, -2.9283)
H (-0.2959, 7.9209, -3.0247)
H (-0.4791, 6.5541, -4.1344)
H (1.6225, 6.9921, -0.8398)
H (0.0684, 7.8388, -0.9362)
H (0.2323, 6.4223, 0.0299)
C (0.9265, -2.5647, 3.7332)
C (1.4748, -3.1456, 2.5970)
C (1.2617, -4.4920, 2.3348)
C (0.4996, -5.2572, 3.2087)
C (-0.0425, -4.6770, 4.3471)
C (0.1716, -3.3313, 4.6109)
H (1.0891, -1.5128, 3.9332)
H (2.0641, -2.5461, 1.9133)
H (1.6854, -4.9436, 1.4465)
H (0.3255, -6.3054, 3.0014)
H (-0.6332, -5.2752, 5.0287)
H (-0.2536, -2.8788, 5.4980)
C (1.6333, 3.1182, -4.7964)
C (1.0585, 3.8424, -5.8303)
C (0.8916, 3.2566, -7.0776)
C (1.3037, 1.9486, -7.2893)
C (1.8862, 1.2266, -6.2559)
C (2.0500, 1.8109, -5.0083)
H (1.7596, 3.5745, -3.8208)
H (0.7409, 4.8647, -5.6654)
H (0.4434, 3.8209, -7.8849)
H (1.1726, 1.4913, -8.2613)
H (2.2122, 0.2085, -6.4232)
H (2.5032, 1.2474, -4.2016)
C (4.9072, 7.4665, -8.0102)
C (5.5019, 6.8838, -9.1204)
C (5.2547, 5.5516, -9.4217)
C (4.4149, 4.8012, -8.6107)
C (3.8253, 5.3814, -7.4965)
C (4.0707, 6.7143, -7.1971)
H (5.0961, 8.5067, -7.7784)
H (6.1584, 7.4684, -9.7516)
H (5.7170, 5.0983, -10.2890)
H (4.2193, 3.7625, -8.8458)
H (3.1752, 4.7941, -6.8634)
H (3.6095, 7.1680, -6.3288)
C (-4.2272, -5.4154, 0.1698)
C (-4.6567, -4.4617, 1.0818)
C (-3.7329, -3.7683, 1.8516)
C (-2.3777, -4.0349, 1.7174)
C (-1.9487, -4.9970, 0.8131)
C (-2.8714, -5.6829, 0.0353)
H (-4.9489, -5.9537, -0.4313)
H (-5.7146, -4.2612, 1.1954)
H (-4.0699, -3.0230, 2.5612)
H (-1.6562, -3.4975, 2.3209)
H (-0.8939, -5.2108, 0.7143)
H (-2.5348, -6.4314, -0.6705)
C (-8.2873, -7.0767, 5.2502)
C (-7.5231, -5.9445, 5.0044)
C (-6.4614, -6.0051, 4.1131)
C (-6.1603, -7.1972, 3.4695)
C (-6.9207, -8.3309, 3.7204)
C (-7.9848, -8.2704, 4.6098)
H (-9.1186, -7.0292, 5.9415)
H (-7.7550, -5.0150, 5.5080)
H (-5.8634, -5.1236, 3.9187)
H (-5.3320, -7.2403, 2.7729)
H (-6.6842, -9.2624, 3.2223)
H (-8.5787, -9.1540, 4.8044)
C (-2.4915, -7.1178, 6.6051)
C (-1.6762, -6.6369, 7.6202)
C (-1.4264, -7.4192, 8.7389)
C (-1.9953, -8.6805, 8.8436)
C (-2.8166, -9.1579, 7.8316)
C (-3.0641, -8.3772, 6.7116)
H (-2.6839, -6.5104, 5.7291)
H (-1.2343, -5.6516, 7.5401)
H (-0.7886, -7.0456, 9.5293)
H (-1.7992, -9.2916, 9.7151)
H (-3.2644, -10.1395, 7.9161)
H (-3.7044, -8.7485, 5.9217)

Computed properties:
DFT total energy: -102274.4590 eV
spin multiplicity: 1
gap between HOMO and LUMO: 9.347 eV
net charge: 0
energy above the lowest of the compared OMol25 structures with the same formula, charge and spin: 0.000 eV
strongest force on any atom: 2.236 eV/A
SMILES: CC(=O)N(C)CCCC[C@@]1(CP(=O)(O)O)NC(=O)[C@@H](PP(=O)(O)O)[C@H]1CC(C)C.c1ccccc1.c1ccccc1.c1ccccc1.c1ccccc1.c1ccccc1.c1ccccc1

No. 2
A 6-piece molecular cluster, C52H71BrClFN9O overall, computed with ωB97M-V/def2-TZVPD.

Atoms and positions in Å:
C (-0.8497, -5.8876, -1.3286)
C (-1.3774, -5.5154, -2.7268)
C (-1.1234, -4.0418, -3.1048)
C (-2.3241, -3.1559, -2.8519)
F (-3.2790, -3.7040, -3.7021)
C (-2.9712, -3.0836, -1.4642)
C (-4.0378, -4.1245, -1.1534)
C (-4.6363, -4.0262, 0.2635)
N (-3.7932, -4.6512, 1.2847)
C (-3.2520, -1.5723, -1.1463)
C (-4.7055, -1.0825, -1.2702)
C (-5.1223, -0.1637, -0.1068)
C (-6.4418, 0.5700, -0.4535)
C (-7.5607, 0.2853, 0.5683)
C (-6.1869, 2.0868, -0.5961)
C (-2.1460, -0.9120, -1.9795)
Br (-2.5932, 1.0085, -2.1397)
C (-0.6958, -0.9146, -1.3972)
C (-0.5450, -1.0522, 0.1274)
C (-0.6454, 0.2849, 0.8977)
N (0.5665, 0.6931, 1.5872)
C (1.6602, 1.0194, 0.6856)
C (1.3788, 2.1975, -0.2207)
C (1.6397, 2.0617, -1.5927)
C (1.3827, 3.1101, -2.4827)
C (0.8603, 4.3093, -1.9967)
C (0.6289, 4.4660, -0.6293)
C (0.8856, 3.4245, 0.2632)
O (0.6415, 3.6172, 1.5998)
N (-2.1649, -1.6239, -3.3045)
Cl (-3.6096, -1.2080, -4.2594)
C (-1.0407, -1.4266, -4.2850)
C (-0.7816, 0.0006, -4.7628)
C (-1.5601, 0.5861, -5.9063)
N (0.1322, 0.7049, -4.2556)
H (-1.5757, -6.4434, -0.7406)
H (0.0410, -6.5046, -1.4003)
H (-0.5760, -5.0099, -0.7449)
H (-0.8184, -6.0973, -3.4535)
H (-2.4144, -5.7999, -2.8526)
H (-0.3049, -3.6787, -2.4813)
H (-0.8186, -3.9983, -4.1449)
H (-2.1327, -3.3343, -0.8003)
H (-4.8430, -4.1046, -1.8863)
H (-3.6173, -5.1236, -1.2160)
H (-4.7800, -2.9908, 0.5630)
H (-5.5972, -4.5317, 0.2721)
H (-2.8715, -4.2330, 1.2136)
H (-3.7199, -5.6477, 1.1302)
H (-3.0590, -1.5245, -0.0795)
H (-4.9526, -0.6325, -2.2207)
H (-5.3414, -1.9629, -1.1889)
H (-4.3340, 0.5481, 0.1108)
H (-5.3455, -0.8074, 0.7418)
H (-6.8015, 0.2353, -1.4251)
H (-7.1873, 0.0019, 1.5474)
H (-8.2185, -0.4903, 0.1823)
H (-8.1919, 1.1629, 0.6775)
H (-7.1161, 2.6339, -0.4581)
H (-5.8068, 2.3412, -1.5824)
H (-5.4981, 2.4072, 0.1822)
H (-0.0758, -1.6901, -1.8439)
H (-0.2825, 0.0546, -1.6498)
H (0.4775, -1.3919, 0.2851)
H (-1.1706, -1.8234, 0.5708)
H (-1.4319, 0.2302, 1.6496)
H (-0.9175, 1.1020, 0.2337)
H (0.8729, -0.0156, 2.2417)
H (2.5302, 1.2540, 1.3035)
H (1.9792, 0.1726, 0.0615)
H (2.0507, 1.1221, -1.9401)
H (1.5753, 2.9599, -3.5343)
H (0.6423, 5.1054, -2.6920)
H (0.2333, 5.3977, -0.2541)
H (1.4880, 3.7049, 2.0529)
H (-1.3078, -2.0309, -5.1470)
H (-0.1102, -1.8319, -3.9043)
H (-0.8407, 1.1024, -6.5325)
H (-2.3037, 1.2887, -5.5460)
H (-2.0228, -0.1848, -6.5154)
H (0.6223, 0.2216, -3.5030)
N (3.4110, 4.9717, 3.7550)
C (2.8418, 6.0425, 4.3084)
C (2.9969, 6.3921, 5.6405)
C (3.7829, 5.5838, 6.4462)
C (4.3804, 4.4653, 5.8884)
C (4.1651, 4.2055, 4.5442)
H (2.2323, 6.6465, 3.6453)
H (2.5130, 7.2750, 6.0345)
H (3.9277, 5.8226, 7.4919)
H (5.0021, 3.8072, 6.4795)
H (4.6180, 3.3452, 4.0639)
N (6.9143, 2.2829, 3.1155)
C (8.0523, 2.6844, 3.6799)
C (8.9330, 3.5774, 3.0887)
C (8.6162, 4.0802, 1.8378)
C (7.4388, 3.6722, 1.2322)
C (6.6270, 2.7780, 1.9118)
H (8.2641, 2.2653, 4.6575)
H (9.8420, 3.8696, 3.5971)
H (9.2773, 4.7787, 1.3410)
H (7.1532, 4.0395, 0.2560)
H (5.6934, 2.4366, 1.4768)
N (-7.3146, -7.3469, -3.3149)
C (-6.4303, -6.3533, -3.3107)
C (-5.4344, -6.2055, -4.2639)
C (-5.3520, -7.1466, -5.2793)
C (-6.2637, -8.1881, -5.2977)
C (-7.2229, -8.2412, -4.2960)
H (-6.5332, -5.6442, -2.4949)
H (-4.7448, -5.3759, -4.2127)
H (-4.5896, -7.0685, -6.0442)
H (-6.2360, -8.9438, -6.0702)
H (-7.9576, -9.0381, -4.2749)
N (10.8141, 7.8325, 3.3887)
C (11.3574, 8.9291, 2.8649)
C (10.8746, 9.5580, 1.7263)
C (9.7675, 9.0164, 1.0945)
C (9.1901, 7.8740, 1.6255)
C (9.7498, 7.3260, 2.7695)
H (12.2233, 9.3197, 3.3877)
H (11.3559, 10.4488, 1.3472)
H (9.3607, 9.4773, 0.2035)
H (8.3236, 7.4173, 1.1656)
H (9.3276, 6.4359, 3.2219)
N (-0.5397, -4.0171, 2.7972)
C (-1.0734, -3.0085, 3.4894)
C (-0.8996, -2.8303, 4.8511)
C (-0.1382, -3.7563, 5.5449)
C (0.4173, -4.8154, 4.8479)
C (0.1899, -4.8967, 3.4834)
H (-1.6627, -2.3125, 2.8998)
H (-1.3540, -1.9887, 5.3553)
H (0.0178, -3.6539, 6.6107)
H (1.0181, -5.5620, 5.3476)
H (0.6169, -5.7062, 2.9015)

Computed properties:
DFT total energy: -155807.1399 eV
spin multiplicity: 1
gap between HOMO and LUMO: 6.675 eV
net charge: +1
strongest force on any atom: 2.495 eV/A

No. 3
C52H72BrN5P2RuSSi as an isolated structure, computed with ωB97M-V/def2-TZVPD.

Atoms and positions in Å:
Ru (-0.0916, -0.0351, -1.4826)
C (-1.8374, 1.4418, 4.2185)
C (-1.9301, 0.0740, 3.5539)
N (-2.5168, 0.1548, 2.2318)
C (-1.9069, 0.1850, 1.0421)
S (-0.0516, 0.1027, 0.9504)
N (-2.6520, 0.1134, -0.0106)
N (-2.0832, 0.0777, -1.2199)
C (-2.8136, 0.1586, -2.2990)
C (-4.3086, 0.2417, -2.2506)
C (-2.0746, 0.2229, -3.5368)
C (-2.7000, 0.3326, -4.7846)
C (-1.9416, 0.5004, -5.9209)
C (-0.5558, 0.5629, -5.8111)
C (0.0073, 0.4145, -4.5584)
N (-0.7123, 0.2347, -3.4558)
H (-1.3567, 1.3601, 5.1941)
H (-2.8314, 1.8701, 4.3562)
H (-1.2607, 2.1169, 3.5861)
H (-2.5544, -0.5872, 4.1560)
H (-0.9468, -0.3850, 3.4703)
H (-3.5238, 0.1868, 2.1669)
H (-4.6361, 0.2573, -1.2160)
H (-4.7565, -0.6203, -2.7503)
H (-4.6703, 1.1431, -2.7503)
H (-3.7787, 0.2831, -4.8412)
H (-2.4136, 0.5874, -6.8904)
H (0.0707, 0.7014, -6.6798)
H (1.0806, 0.4304, -4.4229)
C (3.1711, -0.5625, -3.0446)
Si (2.2453, -0.3296, -1.3706)
C (2.7149, -1.9445, -0.4818)
C (4.0086, -2.1176, 0.0116)
C (4.4497, -3.3540, 0.4552)
C (3.5942, -4.4446, 0.3912)
C (2.2967, -4.2809, -0.0661)
C (1.8350, -3.0336, -0.4894)
P (0.0970, -2.6801, -0.9770)
C (-1.0834, -3.3584, 0.3337)
C (-0.6691, -3.0529, 1.7919)
C (0.0436, -4.1904, 2.5244)
C (-0.7338, -5.4978, 2.4220)
C (-0.9368, -5.8820, 0.9603)
C (-1.6699, -4.7772, 0.2033)
C (-0.3348, -3.6970, -2.4927)
C (-0.3586, -2.7739, -3.7165)
C (-0.5959, -3.5508, -5.0097)
C (0.4873, -4.6270, -5.2438)
C (1.3691, -4.8210, -4.0099)
C (0.5108, -4.9638, -2.7546)
C (3.0991, 1.1508, -0.5096)
C (4.3760, 1.4854, -0.9855)
C (5.0617, 2.6128, -0.5677)
C (4.4578, 3.4797, 0.3283)
C (3.2014, 3.1764, 0.8151)
C (2.5240, 2.0086, 0.4372)
P (0.9529, 1.9827, 1.4454)
C (1.8602, 1.5726, 3.0741)
C (1.7665, 0.1322, 3.6079)
C (1.9760, 0.0915, 5.1296)
C (3.0245, 1.1148, 5.5549)
C (2.5273, 2.5483, 5.2830)
C (1.4767, 2.5847, 4.1607)
C (-2.0953, 3.8255, 0.9007)
C (-3.5419, 3.5048, 1.0289)
C (-4.3150, 4.7510, 1.4651)
C (-3.8136, 5.2850, 2.8172)
C (-2.2925, 5.1099, 3.0051)
C (-1.5560, 4.9782, 1.6644)
H (4.1392, -1.0415, -2.8662)
H (3.3464, 0.3960, -3.5404)
H (2.6113, -1.2073, -3.7242)
H (4.6806, -1.2657, 0.0447)
H (5.4571, -3.4720, 0.8340)
H (3.9313, -5.4210, 0.7150)
H (1.6494, -5.1442, -0.0791)
H (-1.9214, -2.6843, 0.1053)
H (-1.5826, -2.8169, 2.3503)
H (-0.0313, -2.1718, 1.8170)
H (0.1603, -3.9065, 3.5732)
H (1.0424, -4.3256, 2.1171)
H (-1.7131, -5.3776, 2.8983)
H (-0.2067, -6.2916, 2.9544)
H (-1.5324, -6.7948, 0.8958)
H (0.0239, -6.1016, 0.4918)
H (-2.6836, -4.7239, 0.6141)
H (-1.7758, -5.0632, -0.8438)
H (-1.3731, -3.9900, -2.3132)
H (0.5762, -2.2135, -3.7851)
H (-1.1600, -2.0541, -3.5772)
H (-0.6201, -2.8460, -5.8436)
H (-1.5843, -4.0168, -4.9622)
H (1.1120, -4.3643, -6.0988)
H (0.0083, -5.5791, -5.4818)
H (2.0553, -3.9778, -3.8886)
H (1.9812, -5.7151, -4.1377)
H (1.1598, -5.1895, -1.9128)
H (-0.1558, -5.8208, -2.8867)
H (4.8463, 0.8402, -1.7179)
H (6.0513, 2.8247, -0.9520)
H (4.9491, 4.3939, 0.6351)
H (2.7223, 3.8640, 1.5085)
H (2.9037, 1.7688, 2.8337)
H (2.5249, -0.4792, 3.1108)
H (0.8019, -0.3141, 3.3754)
H (2.2754, -0.9144, 5.4282)
H (1.0351, 0.3126, 5.6425)
H (3.9489, 0.9210, 5.0042)
H (3.2570, 0.9994, 6.6140)
H (3.3727, 3.1821, 5.0076)
H (2.0907, 2.9710, 6.1898)
H (1.4196, 3.5926, 3.7411)
H (0.4917, 2.3513, 4.5639)
H (-1.4462, 3.2022, 0.3028)
H (-3.7006, 2.7094, 1.7778)
H (-3.9385, 3.1083, 0.0874)
H (-5.3826, 4.5341, 1.5279)
H (-4.1852, 5.5210, 0.7005)
H (-4.3334, 4.7699, 3.6284)
H (-4.0806, 6.3400, 2.8968)
H (-2.0965, 4.2027, 3.5813)
H (-1.8859, 5.9483, 3.5724)
H (-0.4799, 4.8669, 1.8237)
H (-1.6861, 5.9197, 1.1050)
Br (1.9193, 5.8865, -1.5604)
C (0.4291, 4.7702, -1.8846)
C (-0.7923, 5.3340, -2.2074)
C (-1.8415, 4.4735, -2.4773)
C (-1.6319, 3.1106, -2.3807)
N (-0.4618, 2.5676, -2.0470)
C (0.5656, 3.3900, -1.8253)
H (-0.9093, 6.4078, -2.2547)
H (-2.8096, 4.8598, -2.7646)
H (-2.4437, 2.4232, -2.5818)
H (1.5223, 2.9387, -1.6115)

Computed properties:
DFT total energy: -172453.5442 eV
spin multiplicity: 2
gap between HOMO and LUMO (spin up / spin down): 6.140 / 6.481 eV
net charge: +1
<S²>: 0.75
energy above the lowest of the compared OMol25 structures with the same formula, charge and spin: 2.330 eV
strongest force on any atom: 2.526 eV/A